(1)
This record from the OMol25 dataset describes a molecular structure, C33H26Cl5F4N5Rb in a non-equilibrium geometry. The level of theory is the ωB97M-V functional and the def2-TZVPD basis.

```
74
Properties=species:S:1:pos:R:3
Rb 9.48489 -16.23692 5.29649
C 8.95250 -18.14387 2.16378
N 10.37677 -17.94577 2.38239
C 11.21381 -19.13187 2.33616
C 10.95732 -16.71719 1.98471
C 12.28877 -16.29022 2.68716
N 12.18376 -16.21353 4.12384
C 13.34432 -16.06656 4.69838
C 13.57226 -15.29639 5.92991
F 12.51692 -15.02835 6.74349
C 14.84262 -14.81694 6.24971
F 14.88601 -13.95618 7.26464
C 16.05841 -15.23572 5.62994
C 15.85986 -16.23693 4.66811
F 16.92774 -16.65876 3.95946
C 14.58407 -16.71181 4.38275
F 14.50958 -17.88246 3.63618
H 8.73841 -18.57085 1.12195
H 8.42978 -17.18093 2.28807
H 8.57001 -18.87028 2.93800
H 11.38210 -19.57373 1.31810
H 10.64873 -19.94383 2.87664
H 12.18526 -18.97154 2.81850
H 10.18752 -15.90644 2.11435
H 11.16695 -16.66371 0.85367
H 12.52719 -15.27354 2.32117
H 13.12039 -16.92434 2.32788
H 17.05883 -14.89638 5.85563
C 7.10714 -13.75141 2.31012
C 6.14118 -14.50045 3.17784
C 4.98332 -13.86238 3.60578
C 4.02772 -14.54489 4.37084
C 4.26649 -15.89316 4.64821
C 5.51548 -16.43193 4.29463
N 6.40535 -15.74465 3.60753
C 5.86340 -17.85806 4.61724
C 4.97796 -18.83397 4.28358
C 5.16834 -20.16389 4.65540
C 6.36466 -20.42133 5.39651
C 7.22193 -19.37831 5.65566
N 7.03602 -18.09990 5.21091
C 8.32802 -19.59100 6.67617
C 8.18318 -20.38293 7.82342
C 9.26282 -20.85368 8.55527
C 10.49594 -20.42350 8.08899
C 10.60031 -19.47998 7.06250
C 11.97756 -18.94331 6.72190
N 9.52153 -19.03215 6.39557
H 6.61511 -12.98436 1.64831
H 7.68368 -14.43896 1.66787
H 7.84626 -13.23524 2.97129
H 4.83840 -12.84216 3.21750
H 3.07367 -14.10165 4.67980
H 3.53462 -16.56191 5.03073
H 4.13823 -18.54125 3.67108
H 4.48862 -20.93461 4.37642
H 6.48850 -21.40837 5.86878
H 7.17968 -20.59841 8.10250
H 9.10913 -21.49788 9.40849
H 11.40776 -20.70882 8.58304
H 12.71362 -19.59033 7.22178
H 12.04142 -17.87788 7.09194
H 12.20747 -19.07345 5.63864
Cl 7.52684 -15.61119 8.61315
C 7.59973 -14.16884 7.67565
C 8.53801 -13.99896 6.69943
C 8.78428 -12.86374 6.03475
Cl 9.92769 -12.85810 4.73343
C 8.15607 -11.66959 6.46543
Cl 8.66238 -10.11964 5.87128
C 7.12387 -11.80317 7.35621
Cl 6.24941 -10.40868 7.85386
C 6.92377 -13.00755 8.08177
Cl 5.82018 -13.03660 9.43867
```

Results
charge = -1
energy above the lowest of the compared OMol25 structures with the same formula, charge and spin = 8.8 kcal per mole

(2)
This record from the OMol25 dataset describes a molecular structure, C33H26F6IN2O3RuSe4Te in a non-equilibrium geometry. The level of theory is the ωB97M-V functional and the def2-TZVPD basis.

```
77
Properties=species:S:1:pos:R:3
Ru 0.20723 -0.25092 -0.19116
Se 0.70408 2.25897 2.61148
Se -0.08400 3.26124 4.52235
Te -2.97304 1.74076 1.26052
Se -0.83124 0.54524 1.86035
C 0.72487 -2.32937 -7.02280
C -0.24731 -1.49686 -6.48063
C -0.20051 -1.13237 -5.14713
C 0.82871 -1.58164 -4.31331
C 1.77404 -2.45263 -4.86589
C 1.73271 -2.81414 -6.20209
C 0.91905 -1.24325 -2.88654
C 0.46684 -0.16530 -2.22958
C -0.07821 1.06439 -2.81998
C -1.06226 1.77190 -2.11970
C -1.53626 2.98640 -2.58738
C -1.03493 3.52634 -3.76156
C -0.03937 2.84693 -4.45978
C 0.43720 1.63686 -3.99013
H 0.68450 -2.61141 -8.06812
H -1.05867 -1.13721 -7.10176
H -0.97757 -0.50470 -4.73164
H 2.55033 -2.85312 -4.22328
H 2.48502 -3.48445 -6.60169
H 1.38318 -2.02307 -2.28696
H -1.48297 1.38118 -1.19284
H -2.29619 3.50260 -2.01495
H -1.41214 4.47201 -4.13267
H 0.36678 3.26424 -5.37443
H 1.23129 1.12580 -4.52395
C 4.20637 -0.87697 -1.97085
N 3.95927 0.52155 -2.23239
C 2.93619 1.22357 -1.67930
Se 2.20193 1.09761 0.07729
N 2.91265 2.42170 -2.31254
C 3.89315 2.49676 -3.26947
C 4.24384 3.47728 -4.18313
C 5.30199 3.19601 -5.03561
C 5.97422 1.97494 -4.98573
C 5.61399 0.98529 -4.08170
C 4.56474 1.27021 -3.21983
H 3.54901 -1.18038 -1.16018
H 5.24809 -1.03027 -1.68216
H 3.97139 -1.45984 -2.86124
H 2.20719 3.10807 -2.09487
H 3.71474 4.41884 -4.22619
H 5.61095 3.93921 -5.75896
H 6.78918 1.79267 -5.67407
H 6.12887 0.03488 -4.04693
C 2.88811 -1.86271 1.60908
C 1.75417 -2.68015 0.96887
O 0.98113 -2.04498 0.05482
C 2.38492 -3.85863 0.18336
F 1.49502 -4.63607 -0.43297
F 3.20764 -3.37895 -0.78463
F 3.15390 -4.66571 0.94779
C 0.89677 -3.25155 2.13372
F -0.03593 -4.10798 1.71947
F 0.30432 -2.26448 2.79889
F 1.66350 -3.92465 3.03659
H 3.57221 -1.50998 0.84037
H 3.44087 -2.45189 2.33781
H 2.45227 -0.99132 2.10047
I -8.05732 -2.80159 -2.86879
C -6.20722 -2.44811 -1.93588
C -5.62167 -3.45946 -1.19358
C -4.40015 -3.21685 -0.58463
C -3.76225 -1.99366 -0.73449
C -4.37284 -0.99219 -1.47773
C -5.60295 -1.20965 -2.07654
C -2.41411 -1.76200 -0.08081
O -2.17884 -2.26879 1.01048
O -1.64708 -1.03442 -0.79323
H -6.11052 -4.41878 -1.08793
H -3.92291 -3.97623 0.01993
H -3.87312 -0.03639 -1.56763
H -6.08198 -0.42514 -2.64746
```

Results
multiplicity = 2
charge = -2
energy above the lowest of the compared OMol25 structures with the same formula, charge and spin = 11.7 kcal per mole

(3)
This record from the OMol25 dataset describes a molecular structure, C33H26N4O2RuSe2Te2 in a non-equilibrium geometry. The level of theory is the ωB97M-V functional and the def2-TZVPD basis.

```
70
Properties=species:S:1:pos:R:3
Ru -1.38845 1.27328 0.19213
C -2.65299 -2.67100 1.45973
C -2.82461 -1.32904 1.07235
N -1.94978 -0.38651 1.35566
C -0.84029 -0.73215 2.10043
C -0.58403 -2.03792 2.52098
C -1.54012 -3.02212 2.16578
C 0.55435 -2.32088 3.32139
C 1.35977 -1.28819 3.70721
C 1.12443 0.03718 3.29153
C 0.07503 0.34130 2.44197
N -0.29290 1.51640 1.87434
C 0.14858 2.80112 2.02154
C 1.29834 3.31680 2.58774
C 1.47721 4.71683 2.66662
C 0.53916 5.60065 2.21980
C -0.65983 5.10985 1.63504
C -1.70252 5.94815 1.17122
C -2.83588 5.39366 0.65552
C -2.91956 3.99148 0.55345
N -1.95683 3.17980 0.93192
C -0.83336 3.73021 1.51226
H -3.39794 -3.39715 1.17414
H -3.69454 -1.02251 0.48685
H -1.38019 -4.04857 2.47246
H 0.74658 -3.33694 3.62650
H 2.21197 -1.47997 4.34326
H 1.78178 0.81145 3.64972
H 2.07597 2.66614 2.95237
H 2.39333 5.08924 3.10582
H 0.68692 6.66505 2.30258
H -1.59418 7.02177 1.24605
H -3.65865 5.99577 0.30524
H -3.80376 3.52177 0.13290
Se -2.30853 3.01070 -2.62588
Te -4.51970 3.60811 -3.16893
Te -4.74343 0.13375 -2.18879
Se -2.38768 0.68170 -1.99510
C -0.86298 -5.54794 -0.63408
C -0.50258 -4.29625 -1.38544
C -1.26602 -3.91735 -2.48268
C -0.92779 -2.79160 -3.21405
C 0.17863 -2.04037 -2.86958
C 0.94022 -2.40303 -1.76334
N 2.10074 -1.69864 -1.39749
C 2.54074 -0.53498 -2.03327
C 3.76785 -0.57752 -2.69249
C 4.29139 0.53847 -3.31318
C 3.59010 1.73627 -3.30747
C 2.38638 1.79930 -2.63534
C 1.85378 0.68979 -1.98117
C 0.64171 0.93780 -1.16307
O 0.10351 0.03579 -0.45542
O 0.12399 2.10382 -1.13464
C 0.59430 -3.52344 -0.99937
C 1.40933 -3.86794 0.21436
H -1.65871 -6.08360 -1.14756
H -1.20974 -5.33351 0.37802
H -0.01049 -6.22194 -0.54131
H -2.11957 -4.51321 -2.76726
H -1.52638 -2.50100 -4.06855
H 0.45727 -1.18242 -3.46481
H 2.86112 -2.31075 -1.12218
H 4.30407 -1.51639 -2.72502
H 5.24426 0.46723 -3.81791
H 3.98307 2.60753 -3.80386
H 1.83363 2.72706 -2.56838
H 1.69118 -2.96258 0.75345
H 2.32776 -4.40557 -0.03741
H 0.85559 -4.50223 0.90271
```

Results
charge = 0
energy above the lowest of the compared OMol25 structures with the same formula, charge and spin = 50.8 kcal per mole

(4)
This record from the OMol25 dataset describes a molecular structure, C33H27AsN3O8PtS. The level of theory is the ωB97M-V functional and the def2-TZVPD basis.

```
74
Properties=species:S:1:pos:R:3
Pt -0.08574 1.10581 0.62677
O -6.09735 -0.49731 0.57462
C -5.73128 -1.16883 -0.50821
O -6.52077 -1.70278 -1.23986
C -4.27138 -1.23665 -0.81987
C -3.80127 -1.94867 -1.89719
N -2.46389 -1.83137 -1.88607
N -2.01504 -1.08871 -0.87438
C -3.10203 -0.70878 -0.22517
C -3.01053 0.13808 0.98042
O -3.98161 0.27845 1.69282
O -1.91724 0.81725 1.30809
H -5.32620 -0.10118 1.03408
H -4.34040 -2.51529 -2.63719
H -1.80313 -2.24512 -2.52730
C 3.88062 3.06403 0.17370
C 2.81759 2.35172 0.96544
O 1.78448 1.86100 0.02145
H 4.65510 3.40687 0.86017
H 3.48153 3.94293 -0.33652
H 4.34175 2.40367 -0.56001
H 2.32529 3.00086 1.68819
H 3.19148 1.46346 1.46371
H 1.46681 2.64670 -0.45477
O -2.13162 2.95995 -3.41249
C -2.25580 4.06476 -2.66112
C -2.89326 5.16323 -3.23824
C -3.05620 6.32286 -2.51421
C -2.59649 6.43197 -1.19673
C -1.96897 5.35835 -0.61852
C -1.78345 4.16553 -1.33899
C -1.11589 3.05126 -0.70484
O -0.91452 1.93295 -1.29292
O -0.66661 3.12063 0.49985
H -1.69605 2.26504 -2.89103
H -3.25417 5.07199 -4.25322
H -3.55635 7.16441 -2.97569
H -2.74088 7.34790 -0.64236
H -1.61323 5.40629 0.40170
S 0.21892 1.24280 2.91761
C 1.75288 0.70398 3.34018
N 2.78566 0.32164 3.68813
C 0.77198 -3.39942 -3.52394
C 1.26688 -2.10113 -3.45444
C 1.26547 -1.42315 -2.24285
C 0.76445 -2.05272 -1.10901
C 0.27742 -3.35040 -1.16780
C 0.28208 -4.02203 -2.38420
As 0.86491 -1.14363 0.57999
C 0.40513 -2.33377 1.98222
C -0.85513 -2.69136 2.42894
C -0.94737 -3.58067 3.49061
C 0.20823 -4.08218 4.07734
C 1.46718 -3.70725 3.62699
C 1.58065 -2.81834 2.56767
C 2.84687 -2.29670 2.00149
C 4.12238 -2.68628 2.38531
C 5.23102 -2.11195 1.78139
C 5.08720 -1.15986 0.77957
C 3.81934 -0.76702 0.37415
C 2.71983 -1.32708 0.99988
H 0.77632 -3.92738 -4.46811
H 1.65794 -1.61940 -4.34103
H 1.64863 -0.40929 -2.19588
H -0.10667 -3.83790 -0.28043
H -0.09705 -5.03365 -2.43846
H -1.74985 -2.28612 1.97251
H -1.91782 -3.87621 3.86469
H 0.12675 -4.77083 4.90765
H 2.34903 -4.10096 4.11403
H 4.25860 -3.43057 3.15820
H 6.22194 -2.41489 2.09165
H 5.96234 -0.73178 0.30965
H 3.70056 -0.03775 -0.41785
```

Results
charge = +1
energy above the lowest of the compared OMol25 structures with the same formula, charge and spin = 29.7 kcal per mole